(1)
Computed, not measured: a structure of composition C44H37N6P2Ta, with wB97M-V/def2-TZVPD.

The calculation puts the largest force on an atom at 0.715 eV/Å. The frontier orbital gap is 5.8 eV. As for the charge: +4. The value obtained for the relative energy (zero: lowest compared OMol25 entry of this formula, charge and spin) is 0.0 kJ/mol.

XYZ file:
```
90
Properties=species:S:1:pos:R:3:lowdin_charge:R:1
Ta -0.3775 -0.5849 0.9708 1.71
N 1.4368 4.4745 -0.8331 0.15
C 0.5729 4.2868 0.3147 -0.12
N 0.9466 2.2782 1.0003 0.03
C 1.7860 1.6467 0.0644 -0.23
N 1.6596 0.2519 0.1280 -0.01
N 1.6114 -0.2643 1.3684 -0.21
C 2.1163 -0.0627 2.5243 0.03
C 1.2406 -0.6214 3.5622 -0.23
C 1.6012 -0.8133 4.8703 0.06
C 0.6650 -1.3679 5.7535 0.05
C -0.5915 -1.7037 5.2844 0.03
C -0.9018 -1.4745 3.9526 -0.05
N -0.0193 -0.9278 3.0940 -0.03
C 2.5135 2.2353 -0.9363 -0.05
C 3.4696 1.4198 -1.6686 -0.01
C 4.2194 1.9328 -2.6590 -0.02
C 4.0591 3.3098 -3.0162 0.03
C 3.1628 4.1182 -2.3894 0.02
C 2.3486 3.6337 -1.3381 -0.12
H 1.4358 5.4046 -1.2313 0.18
H 0.0177 5.2017 0.4952 0.18
H 3.0240 0.4978 2.7262 0.17
H 2.5959 -0.5481 5.2053 0.15
H 0.9280 -1.5368 6.7906 0.15
H -1.3369 -2.1394 5.9361 0.14
H -1.8756 -1.7277 3.5530 0.12
H 3.5943 0.3930 -1.3525 0.12
H 4.9553 1.3298 -3.1717 0.13
H 4.6716 3.7229 -3.8084 0.14
H 3.0606 5.1534 -2.6923 0.14
C -1.0917 -3.8556 0.3512 -0.20
P 0.1638 -2.7333 -0.3575 1.01
C -0.2194 -2.3088 -2.0449 -0.38
C 0.6477 -1.4525 -2.7407 -0.12
C 0.3955 -1.1570 -4.0691 -0.04
C -0.7146 -1.7051 -4.7040 -0.03
C -1.5901 -2.5319 -4.0085 -0.03
C -1.3534 -2.8319 -2.6772 -0.06
C 1.8022 -3.3847 -0.1634 -0.37
C 2.2680 -3.6316 1.1338 -0.11
C 3.5008 -4.2291 1.3160 -0.04
C 4.2700 -4.5778 0.2078 -0.01
C 3.8088 -4.3335 -1.0781 -0.02
C 2.5711 -3.7361 -1.2735 -0.05
C -2.2902 -3.0144 0.6606 -0.35
C -3.6220 -3.2411 0.6889 0.04
C -4.2754 -1.9910 1.0321 0.04
C -3.3222 -1.0497 1.1981 -0.36
C -3.3732 0.4080 1.5402 -0.23
P -2.1965 1.2312 0.4022 1.00
C -1.4282 2.6942 1.0696 -0.31
C -0.1991 2.9560 0.2415 -0.20
C 1.3327 3.6524 1.4942 -0.15
C 0.6775 4.0368 2.7967 0.02
C -0.6087 3.8677 3.1173 -0.03
C -1.5835 3.0987 2.3401 -0.03
C -2.9134 1.5243 -1.1989 -0.37
C -3.8985 2.5164 -1.2878 -0.06
C -4.5024 2.7672 -2.5064 -0.02
C -4.1236 2.0384 -3.6291 -0.01
C -3.1421 1.0600 -3.5405 -0.04
C -2.5297 0.7942 -2.3254 -0.08
N -2.0435 -1.6564 0.9481 -0.22
H -0.6413 -4.3102 1.2377 0.11
H -1.3104 -4.6692 -0.3421 0.12
H 1.5313 -1.0564 -2.2525 0.09
H 1.0759 -0.5216 -4.6207 0.12
H -0.8933 -1.4922 -5.7506 0.13
H -2.4488 -2.9597 -4.5090 0.13
H -2.0417 -3.4809 -2.1553 0.11
H 1.6560 -3.3868 1.9988 0.09
H 3.8620 -4.4442 2.3129 0.12
H 5.2302 -5.0556 0.3520 0.13
H 4.4052 -4.6235 -1.9327 0.13
H 2.2056 -3.5687 -2.2787 0.11
H -4.1182 -4.1795 0.4935 0.14
H -5.3403 -1.8424 1.1330 0.14
H -3.0826 0.6075 2.5775 0.09
H -4.3751 0.8183 1.4018 0.12
H -0.3204 2.5842 -0.7794 0.15
H 2.4086 3.8159 1.5154 0.17
H 1.3081 4.5897 3.4837 0.13
H -0.9555 4.2636 4.0636 0.13
H -2.4724 2.7914 2.8821 0.12
H -4.1935 3.0896 -0.4153 0.12
H -5.2674 3.5279 -2.5832 0.13
H -4.6006 2.2362 -4.5801 0.13
H -2.8585 0.5016 -4.4210 0.11
H -1.7697 0.0230 -2.2621 0.07
```

***

(2)
Computed, not measured: a structure of composition C44H37N7OS4V in a non-equilibrium geometry, with wB97M-V/def2-TZVPD.

The calculation puts the largest force on an atom at 3.424 eV/Å. The frontier orbital gap (spin up / spin down) is 5.9 / 6.2 eV. As for the charge: +1. The value obtained for the relative energy (zero: lowest compared OMol25 entry of this formula, charge and spin) is 228.3 kJ/mol. Its expectation value of S² is 2.02. As for the spin multiplicity: 3.

XYZ file:
```
94
Properties=species:S:1:pos:R:3:mulliken_spin:R:1
V -0.8506 1.3157 -1.9575 2.00
N -2.2421 5.3726 -2.6246 -0.01
C -1.7181 4.1280 -2.5779 0.01
S -0.7812 3.6735 -1.2102 -0.04
N -1.9458 3.3432 -3.5927 0.00
N -1.5198 2.0842 -3.5490 -0.05
C -1.5448 1.4663 -4.7096 0.10
C -1.2975 0.0923 -4.9248 0.05
C -1.3898 -0.4312 -6.2281 0.02
C -1.1857 -1.7646 -6.4803 -0.01
C -0.8915 -2.6300 -5.4264 0.03
C -0.8017 -2.1546 -4.1379 -0.01
C -0.9975 -0.7921 -3.8446 0.00
O -0.9162 -0.3569 -2.6234 -0.07
H -1.9450 6.0516 -1.9489 0.00
H -2.6295 5.6827 -3.5012 0.00
H -1.8107 2.0786 -5.5689 0.00
H -1.6422 0.2455 -7.0316 0.00
H -1.2603 -2.1481 -7.4865 0.00
H -0.7495 -3.6831 -5.6207 0.00
H -0.5831 -2.8325 -3.3252 0.00
N 1.0048 1.4654 -1.9911 -0.02
S 1.8410 0.8909 -0.9285 -0.02
N 1.2468 0.8596 0.6207 0.01
S 0.3877 -0.2284 1.3091 0.02
N -0.9621 -0.6896 0.7060 0.02
S -2.2857 0.2753 0.3761 -0.01
N -2.2750 1.1606 -0.7995 -0.04
C -3.5117 -1.0433 0.2910 0.00
C -3.1262 -2.2172 -0.3378 0.01
C -4.0405 -3.2468 -0.4722 0.00
C -5.3314 -3.0847 0.0100 0.00
C -5.7153 -1.8947 0.6071 0.00
C -4.8065 -0.8572 0.7436 0.00
C -2.5014 1.1946 1.9207 -0.01
C -2.9664 0.6246 3.0954 0.00
C -2.9826 1.3953 4.2494 0.00
C -2.5328 2.7067 4.2226 0.00
C -2.0895 3.2690 3.0357 0.00
C -2.0732 2.5106 1.8788 0.00
C 0.2356 0.3006 3.0068 0.00
C -0.4006 -0.5877 3.8641 0.00
C -0.4133 -0.3272 5.2204 0.00
C 0.2103 0.8135 5.7094 0.00
C 0.8324 1.6992 4.8410 0.00
C 0.8523 1.4458 3.4795 0.00
C 1.3054 -1.7392 1.5929 0.00
C 0.7290 -2.9927 1.4640 0.00
C 1.4722 -4.1102 1.8001 0.00
C 2.7714 -3.9751 2.2680 0.00
C 3.3360 -2.7135 2.4053 0.00
C 2.5984 -1.5943 2.0747 0.00
C 2.4443 -0.8150 -1.1755 0.01
C 3.7901 -1.1305 -1.2262 -0.01
C 4.1730 -2.4505 -1.4190 0.00
C 3.2195 -3.4442 -1.5635 0.00
C 1.8748 -3.1161 -1.5281 0.00
C 1.4859 -1.8010 -1.3355 -0.01
C 3.2873 1.9181 -0.6388 0.00
C 4.1450 1.6769 0.4200 0.00
C 5.2335 2.5095 0.6139 0.00
C 5.4615 3.5636 -0.2588 0.00
C 4.5935 3.7991 -1.3142 0.00
C 3.4934 2.9789 -1.5025 0.00
H -2.1183 -2.2972 -0.7174 0.00
H -3.7451 -4.1686 -0.9495 0.00
H -6.0464 -3.8833 -0.1044 0.00
H -6.7238 -1.7694 0.9698 0.00
H -5.0957 0.0839 1.1864 0.00
H -3.3170 -0.3974 3.1061 0.00
H -3.3379 0.9679 5.1752 0.00
H -2.5373 3.2931 5.1285 0.00
H -1.7560 4.2935 3.0025 0.00
H -1.7459 2.9295 0.9351 0.00
H -0.8663 -1.4720 3.4569 0.00
H -0.8997 -1.0132 5.8965 0.00
H 0.2177 1.0042 6.7725 0.00
H 1.3142 2.5835 5.2290 0.00
H 1.3394 2.1049 2.7789 0.00
H -0.2834 -3.0768 1.1032 0.00
H 1.0315 -5.0907 1.7055 0.00
H 3.3382 -4.8517 2.5411 0.00
H 4.3407 -2.6009 2.7832 0.00
H 2.9993 -0.6002 2.1974 0.00
H 4.5388 -0.3602 -1.1222 0.00
H 5.2230 -2.6945 -1.4693 0.00
H 3.5239 -4.4677 -1.7190 0.00
H 1.1287 -3.8843 -1.6546 0.00
H 0.4413 -1.5276 -1.3206 0.01
H 3.9573 0.8477 1.0814 0.00
H 5.9018 2.3397 1.4445 0.00
H 6.3180 4.2043 -0.1121 0.00
H 4.7702 4.6199 -1.9919 0.00
H 2.7805 3.1441 -2.2980 0.00
```

***

(3)
Computed, not measured: a structure of composition C44H38AsN7O7PtSi in a non-equilibrium geometry, with wB97M-V/def2-TZVPD.

The calculation puts the largest force on an atom at 1.697 eV/Å. The frontier orbital gap (spin up / spin down) is 5.9 / 6.3 eV. The value obtained for the relative energy (zero: lowest compared OMol25 entry of this formula, charge and spin) is 159.1 kJ/mol. Its expectation value of S² is 2.05. As for the spin multiplicity: 3.

XYZ file:
```
99
Properties=species:S:1:pos:R:3:mulliken_spin:R:1
Pt -0.1063 -0.1924 1.0951 0.26
C 0.3113 -3.7431 1.4730 0.01
Si 0.0668 -2.9251 3.1763 0.00
C -1.5389 -3.5926 3.9864 0.01
C 1.5526 -3.4554 4.2545 0.00
N 0.2887 -1.2431 2.8420 0.06
C 0.0293 -0.1367 3.5461 0.31
C 0.8206 1.0408 3.2522 -0.06
C 0.4306 2.2736 3.6478 0.21
C -0.9451 2.4703 4.1603 0.03
C -1.4979 1.2497 4.8002 0.20
C -1.0395 0.0227 4.4819 -0.11
H -0.0908 -4.7502 1.4327 0.00
H 1.3803 -3.7971 1.2562 0.00
H -0.1735 -3.1479 0.6991 0.00
H -1.3745 -4.6038 4.3463 0.00
H -2.3717 -3.6281 3.2904 0.00
H -1.8432 -3.0000 4.8435 0.00
H 1.5428 -4.5289 4.4079 0.00
H 1.5452 -2.9826 5.2295 0.00
H 2.4869 -3.2069 3.7614 0.00
H 1.8006 0.8766 2.8099 0.01
H 1.0463 3.1473 3.4894 0.00
H -1.0461 3.3521 4.7965 0.01
H -2.3537 1.3720 5.4464 0.01
H -1.4998 -0.8677 4.8791 0.01
C 6.2109 -1.9110 0.9821 0.00
C 5.3002 -1.5284 1.9518 0.00
C 3.9638 -1.3719 1.6203 0.00
C 3.5404 -1.5942 0.3156 0.00
C 4.4560 -1.9871 -0.6543 0.00
C 5.7877 -2.1485 -0.3170 0.00
As 1.7147 -1.1291 -0.2087 0.07
C 1.3011 -2.2082 -1.7585 0.01
C 1.0546 -3.5669 -1.8598 0.00
C 0.7343 -4.1246 -3.0888 0.00
C 0.6580 -3.3191 -4.2137 0.00
C 0.8781 -1.9570 -4.1202 0.00
C 1.1993 -1.3769 -2.8946 0.01
C 1.5253 0.0205 -2.6620 0.00
C 1.1479 1.0954 -3.6476 0.00
C 1.8792 3.0376 -2.8302 0.00
C 2.5952 2.7480 -1.5322 0.00
C 2.6123 1.5455 -0.9515 0.00
C 2.0580 0.3057 -1.4452 0.00
H 7.2511 -2.0381 1.2414 0.00
H 5.6327 -1.3472 2.9642 0.00
H 3.2361 -1.0775 2.3702 0.00
H 4.1202 -2.1535 -1.6736 0.00
H 6.5030 -2.4497 -1.0669 0.00
H 1.1182 -4.1978 -0.9842 0.00
H 0.5607 -5.1882 -3.1681 0.00
H 0.4336 -3.7572 -5.1755 0.00
H 0.8163 -1.3569 -5.0143 0.00
H 0.8959 0.6794 -4.6308 0.00
H 2.1899 4.0097 -3.2287 0.00
H 3.0639 3.5965 -1.0557 0.00
H 3.1066 1.4554 0.0156 0.00
C -4.3647 -1.7393 0.9922 0.00
C -3.0338 -1.5372 1.3112 0.01
N -2.0996 -1.3707 0.3829 -0.01
C -2.4599 -1.3282 -0.8877 0.00
C -3.7787 -1.4976 -1.3125 0.00
C -4.7429 -1.7383 -0.3386 0.00
C -4.1020 -1.5598 -2.7349 0.00
C -3.8054 -0.6296 -3.6429 0.00
C -3.2960 0.7019 -3.3463 0.00
C -2.6960 1.4766 -4.3395 0.00
C -2.3509 2.7729 -3.9934 0.00
N -2.5955 3.2669 -2.7905 0.00
C -3.1519 2.4461 -1.9159 0.00
N -3.5120 1.1993 -2.1255 0.00
H -5.0853 -1.9145 1.7742 0.00
H -2.6942 -1.5126 2.3368 -0.01
H -1.6676 -1.1743 -1.6113 0.00
H -5.7758 -1.8827 -0.6213 0.00
H -4.5878 -2.4735 -3.0539 0.00
H -4.0094 -0.8152 -4.6887 0.00
H -2.5129 1.0751 -5.3237 0.00
H -1.8804 3.4454 -4.6992 0.00
H -3.3542 2.8562 -0.9323 0.00
O -0.5706 7.1084 1.4248 -0.01
N -0.2393 6.6744 0.3342 0.00
O 0.2078 7.3659 -0.5648 0.00
C -0.3693 5.2780 0.1071 0.01
C 0.0072 4.7474 -1.1293 0.07
C -0.0346 3.3927 -1.3601 -0.05
C -0.4769 2.4753 -0.3433 0.05
O -0.3588 1.2179 -0.5073 0.07
C -1.0009 3.0884 0.8623 -0.01
C -0.8845 4.4591 1.0947 0.10
N -1.6058 2.3097 1.8053 0.43
O -1.8619 2.8741 3.0180 0.04
O -1.8952 1.0750 1.6533 0.26
N 0.4227 3.0143 -2.6418 0.00
O 2.1183 2.0867 -3.8320 0.00
O -0.0060 1.7565 -3.1714 0.00
H 0.3409 5.4135 -1.9077 0.00
H -1.2022 4.8900 2.0316 0.00
```